Entry i
An isolated ion of composition C4H9O2 and charge -1. Source: the Open Molecules 2025 dataset; level of theory: ωB97M-V/def2-TZVPD.

Cartesian coordinates (Å):
O1 1.6344 -0.8475 1.2083
C1 0.3710 -1.2889 1.2424
C2 -0.6869 -0.1505 1.2269
C3 -0.3955 0.8501 0.1123
C4 -0.4017 0.2151 -1.2592
O2 -0.3861 1.1924 -2.3228
H1 0.1126 -1.9492 0.3746
H2 0.0947 -1.9015 2.1352
H3 -0.6072 0.4016 2.1689
H4 -1.7151 -0.5285 1.1293
H5 0.6109 1.2318 0.2885
H6 -1.0872 1.6989 0.1205
H7 0.4742 -0.4325 -1.3385
H8 -1.2812 -0.3966 -1.4547
H9 0.5196 1.5064 -2.4119

SMILES	[O-]CCCCO
HOMO level	-2.340	eV
net charge	-1
M	89.1	g mol⁻¹
LUMO	3.82	eV
HOMO-LUMO gap	6.158	eV



Entry ii
A 2-piece molecular cluster, C4H9O2 overall. Source: the Open Molecules 2025 dataset; level of theory: ωB97M-V/def2-TZVPD.

Cartesian coordinates (Å):
C1 1.0636 2.0516 0.8189
C2 1.4788 1.2787 -0.4256
O1 0.8949 1.6597 -1.4638
O2 2.3237 0.3830 -0.3493
H1 0.7715 2.9620 0.6006
H2 1.8517 2.0234 1.5264
H3 0.2444 1.5164 1.0886
C3 -0.9978 -1.4029 0.5385
C4 -1.1979 -1.6221 -0.9858
H4 -0.9959 -0.2201 0.6302
H5 -1.7196 -1.8303 1.1595
H6 -0.0137 -1.7172 0.7692
H7 -1.5331 -2.6407 -1.1826
H8 -0.2889 -1.4942 -1.4148
H9 -1.8817 -0.9474 -1.3099

HOMO level	-3.620	eV
net charge	-1
M	89.1	g mol⁻¹
LUMO	4.07	eV
HOMO-LUMO gap	7.686	eV



Entry iii
An isolated ion of composition C4H9O2 and charge -1. Source: the Open Molecules 2025 dataset; level of theory: ωB97M-V/def2-TZVPD.

Cartesian coordinates (Å):
C1 -1.6851 -1.0854 0.3391
C2 -0.8288 0.1452 -0.0575
O1 -0.8811 0.3909 -1.3771
C3 0.6159 -0.1392 0.4365
C4 1.6628 0.8406 -0.0870
O2 1.4269 1.2620 -1.4253
H1 -2.6836 -0.9227 -0.0577
H2 -1.7141 -1.2161 1.4186
H3 -1.2489 -1.9385 -0.1780
H4 -1.1787 0.9909 0.5960
H5 0.8679 -1.1235 0.0359
H6 0.7845 -0.2117 1.5171
H7 1.6265 1.7773 0.4718
H8 2.6675 0.4042 0.0373
H9 0.5681 0.8259 -1.6698

SMILES	C[C@H]([O-])CCO
HOMO level	-3.028	eV
net charge	-1
M	89.1	g mol⁻¹
LUMO	4.49	eV
HOMO-LUMO gap	7.515	eV



Which structure is the least stable? The one labeled entry i.



Entry i
A 12-piece molecular cluster, C30H87N3O12 overall. Source: the Open Molecules 2025 dataset; level of theory: ωB97M-V/def2-TZVPD.

Cartesian coordinates (Å):
C1 19.1615 13.2365 13.9171
O1 18.1521 12.6723 14.7008
C2 17.9260 11.3024 14.3054
C3 16.9169 10.7960 15.2935
C4 16.6857 9.2869 15.1827
N1 15.6040 11.4127 14.9881
H1 18.8306 13.2609 12.9269
H2 20.0829 12.7018 14.0976
H3 19.3150 14.2440 14.2310
H4 17.4620 11.3117 13.3239
H5 18.9284 10.8161 14.3391
H6 17.3251 10.9657 16.3321
H7 15.8600 8.8595 15.8126
H8 17.6229 8.7685 15.4409
H9 16.4171 8.9931 14.2064
H10 15.0516 11.3746 15.8430
H11 15.5488 12.4365 14.7708
C5 8.8429 7.6013 9.1271
O2 9.8327 6.9193 9.9094
C6 11.0903 7.1758 9.3944
C7 12.2836 6.3685 10.1009
C8 12.0539 6.4465 11.5877
N2 13.5386 6.9869 9.7261
H12 7.8732 7.4765 9.5599
H13 8.8715 7.2114 8.0332
H14 9.1089 8.7028 9.1226
H15 11.1545 6.9550 8.3434
H16 11.2813 8.2159 9.4549
H17 12.4203 5.3633 9.7369
H18 12.8516 5.9574 12.0665
H19 11.0965 6.0720 11.8357
H20 12.2324 7.4843 11.8692
H21 14.0766 7.3097 10.5081
H22 13.9977 6.2986 9.1192
C9 9.5950 17.3715 14.7708
O3 9.6338 15.9721 14.6688
C10 10.8559 15.3026 14.6759
C11 11.7433 15.4747 13.5208
C12 11.0308 15.4867 12.2055
N3 12.7587 14.3485 13.5296
H23 10.3707 17.8589 14.2366
H24 9.7781 17.7794 15.8354
H25 8.6150 17.7200 14.4184
H26 11.3448 15.5694 15.6054
H27 10.5491 14.2200 14.7879
H28 12.3101 16.4749 13.7076
H29 10.6651 14.4671 12.1497
H30 11.6145 15.7167 11.2946
H31 10.1929 16.2090 12.1977
H32 12.1600 13.5139 13.5647
H33 13.0874 14.2901 14.5430
C13 10.8441 9.8401 5.8003
C14 11.1037 11.3272 6.0645
O4 11.6856 11.5337 7.3505
H34 10.7507 9.4789 4.8609
H35 9.8890 9.5811 6.3130
H36 11.6114 9.3023 6.3533
H37 10.1391 11.8438 6.0878
H38 11.6005 11.8316 5.2341
H39 12.1267 10.6821 7.5884
C15 16.3094 16.1694 11.4064
C16 15.0729 15.3590 10.9132
O5 15.0547 14.0818 11.5663
H40 16.1757 16.3990 12.4666
H41 16.4318 17.0608 10.9324
H42 17.2216 15.5600 11.2471
H43 15.1786 15.1413 9.7970
H44 14.1637 15.9418 11.0683
H45 14.4919 14.2150 12.3758
C17 19.1846 12.3058 10.0050
C18 18.0439 13.2602 10.4847
O6 17.2796 12.5714 11.4547
H46 18.7104 11.4330 9.6018
H47 19.7547 12.0307 10.9091
H48 19.7180 12.8883 9.2604
H49 17.3454 13.6369 9.6940
H50 18.5492 14.1059 10.9542
H51 16.5106 13.1814 11.6674
C19 10.3704 9.8559 13.6566
C20 10.7059 11.3476 13.6665
O7 11.8207 11.6133 14.4595
H52 11.1285 9.1566 13.2597
H53 9.5165 9.7549 12.9065
H54 10.0058 9.4803 14.5968
H55 9.8684 11.9112 14.1105
H56 10.7154 11.6966 12.5967
H57 12.5311 11.1666 14.0006
C21 12.9582 6.8403 17.6688
C22 13.1070 8.0877 16.7856
O8 14.1642 8.9809 17.3261
H58 12.2619 6.1365 17.1305
H59 12.4375 7.0852 18.5918
H60 13.9055 6.3277 17.8638
H61 12.0963 8.6184 16.8176
H62 13.3995 7.8055 15.7654
H63 14.1809 8.6522 18.2380
C23 15.6973 10.0756 8.0069
C24 14.7917 9.1420 7.3022
O9 13.5173 9.1064 7.9403
H64 15.6531 9.8628 9.0579
H65 15.6182 11.1637 7.8507
H66 16.6908 9.7716 7.7809
H67 15.3036 8.1715 7.1710
H68 14.6194 9.4861 6.2369
H69 13.5748 8.4185 8.6412
C25 15.5794 16.9224 15.3643
C26 16.7473 15.9324 15.2082
O10 16.2494 14.7455 15.8438
H70 14.6488 16.4335 15.0642
H71 15.6999 17.8193 14.7563
H72 15.4920 17.2478 16.3635
H73 17.6831 16.2450 15.6946
H74 16.9411 15.7954 14.1693
H75 16.7276 13.9545 15.5269
C27 14.6771 12.4317 18.9294
C28 13.8825 13.5848 18.3957
O11 13.8083 13.7065 17.0174
H76 15.7322 12.4661 18.6884
H77 14.1906 11.5399 18.5035
H78 14.6341 12.4847 19.9708
H79 14.2837 14.5546 18.7815
H80 12.9665 13.4787 18.8998
H81 14.4740 14.3063 16.5749
C29 13.2385 10.6118 10.6993
C30 14.3941 10.1930 11.5514
O12 13.9154 9.9048 12.9106
H82 13.5385 10.3743 9.6769
H83 13.1733 11.6580 10.7546
H84 12.2912 10.0943 10.8313
H85 15.1012 11.0293 11.5670
H86 14.8306 9.2996 11.1262
H87 14.5648 10.2569 13.5493

SMILES	COC[C@H](C)N.COC[C@H](C)N.COC[C@H](C)N.CCO.CCO.CCO.CCO.CCO.CCO.CCO.CCO.CCO
HOMO level	-9.323	eV
M	682.0	g mol⁻¹
LUMO	0.73	eV
HOMO-LUMO gap	10.050	eV



Entry ii
A 12-piece molecular cluster, C30H87N3O12 overall. Source: the Open Molecules 2025 dataset; level of theory: ωB97M-V/def2-TZVPD.

Cartesian coordinates (Å):
C1 -1.9091 0.9771 -0.9258
O1 -1.0086 -0.0047 -0.4329
C2 0.3318 0.3141 -0.8064
C3 1.2396 -0.6672 -0.0829
C4 1.2438 -0.3807 1.4168
N1 2.5833 -0.6360 -0.6571
H1 -2.9003 0.7024 -0.5590
H2 -1.9994 1.0466 -2.0105
H3 -1.6296 1.9325 -0.4745
H4 0.4233 0.2252 -1.8942
H5 0.5578 1.3523 -0.5321
H6 0.8378 -1.6651 -0.2689
H7 1.8769 -1.1167 1.9345
H8 0.2903 -0.6628 1.8741
H9 1.5772 0.6151 1.7045
H10 3.0186 0.2633 -0.4623
H11 3.1385 -1.3903 -0.2673
C5 -1.0294 -2.0169 -3.6039
O2 -1.0400 -0.9112 -4.4788
C6 -2.0855 -0.8710 -5.4283
C7 -3.2230 0.0150 -4.9691
C8 -4.2749 0.2047 -6.0487
N2 -2.7079 1.3526 -4.5842
H12 -0.9418 -2.9741 -4.1253
H13 -1.9033 -2.0315 -2.9442
H14 -0.1437 -1.8833 -2.9839
H15 -1.6854 -0.5139 -6.3839
H16 -2.4039 -1.8997 -5.6493
H17 -3.7285 -0.4390 -4.1122
H18 -3.9655 0.8704 -6.8540
H19 -5.1597 0.6758 -5.6097
H20 -4.6493 -0.7504 -6.4274
H21 -2.1822 1.8270 -5.3157
H22 -1.9480 1.0608 -3.9606
C9 3.8875 -1.9413 4.8876
O3 2.9862 -1.0611 5.5218
C10 2.0233 -1.7455 6.2956
C11 0.8164 -2.2587 5.5129
C12 0.1072 -1.1443 4.7498
N3 -0.1793 -2.8868 6.3977
H23 4.7158 -1.3633 4.4859
H24 3.3848 -2.4767 4.0700
H25 4.2572 -2.7193 5.5651
H26 2.4669 -2.6112 6.8063
H27 1.7226 -1.0710 7.0992
H28 1.0982 -2.9659 4.7303
H29 0.8373 -0.5728 4.1713
H30 -0.3724 -0.4005 5.3948
H31 -0.6680 -1.5157 4.0806
H32 -0.3948 -2.2477 7.1626
H33 0.2840 -3.6527 6.8935
C13 -4.5119 -1.4309 0.8389
C14 -4.1293 -2.2665 -0.3764
O4 -5.2771 -3.0565 -0.7034
H34 -4.8982 -2.1202 1.5963
H35 -5.1968 -0.5813 0.8295
H36 -3.6168 -1.0344 1.3381
H37 -3.3345 -2.9482 -0.0856
H38 -3.9064 -1.6233 -1.2359
H39 -5.9783 -2.4791 -1.0160
C15 -0.7882 3.6198 -3.0493
C16 -0.5723 5.0489 -3.5205
O5 -0.9301 5.9613 -2.4771
H40 -0.6017 2.9273 -3.8706
H41 -1.8591 3.6094 -2.8291
H42 -0.2096 3.4336 -2.1482
H43 -1.1202 5.2650 -4.4368
H44 0.4815 5.3134 -3.6977
H45 -0.3077 5.8525 -1.7368
C17 4.9582 0.6964 1.4594
C18 4.4330 2.0824 1.1451
O6 3.6536 2.1583 -0.0307
H46 5.5812 0.5989 2.3514
H47 5.6015 0.3103 0.6615
H48 4.1738 -0.0506 1.5932
H49 5.3139 2.7406 1.0662
H50 4.0009 2.5281 2.0552
H51 3.9004 2.9926 -0.4353
C19 5.2015 0.9271 -4.4513
C20 4.5917 0.2444 -3.2299
O7 3.2383 -0.0638 -3.4636
H52 5.0690 0.2434 -5.2867
H53 6.2506 1.0908 -4.1995
H54 4.7383 1.9004 -4.6022
H55 4.6930 0.9039 -2.3569
H56 5.1607 -0.6733 -3.0283
H57 2.8513 -0.4330 -2.6456
C21 -5.7512 2.1965 -0.9511
C22 -5.2759 1.7765 -2.3140
O8 -4.7049 2.8952 -2.9951
H58 -6.2949 1.3923 -0.4505
H59 -6.4951 2.9859 -1.0967
H60 -4.9861 2.5827 -0.2796
H61 -6.1210 1.4275 -2.9167
H62 -4.4759 1.0272 -2.2721
H63 -4.1554 2.5721 -3.7262
C23 -1.9175 1.1974 2.6746
C24 -3.0311 1.3996 3.6742
O9 -2.5942 2.3606 4.6535
H64 -2.1238 0.3666 1.9886
H65 -0.9118 1.0249 3.0514
H66 -1.8414 1.9971 1.9297
H67 -3.2082 0.4837 4.2511
H68 -3.9578 1.6886 3.1692
H69 -2.9166 2.0721 5.5083
C25 0.3750 4.1014 0.7938
C26 1.5202 4.5791 -0.0406
O10 1.1276 5.8501 -0.6089
H70 -0.5468 4.1193 0.2042
H71 0.2157 4.8568 1.5680
H72 0.4420 3.1076 1.2327
H73 1.7136 3.9593 -0.9240
H74 2.4625 4.6628 0.5056
H75 1.8525 6.4787 -0.6101
C27 -0.7976 -3.5041 1.5911
C28 0.3569 -4.3438 2.1603
O11 -0.1849 -5.3880 2.9881
H76 -0.4664 -2.8388 0.7968
H77 -1.2874 -2.9605 2.4012
H78 -1.5545 -4.1810 1.1914
H79 0.9902 -3.7285 2.8085
H80 0.9524 -4.8569 1.4092
H81 -0.6649 -4.9320 3.6919
C29 4.0373 -5.1356 0.6283
C30 3.6015 -3.7105 0.9645
O12 4.4506 -2.7192 0.3880
H82 3.3564 -5.8781 1.0519
H83 4.9608 -5.3953 1.1565
H84 4.0968 -5.2183 -0.4537
H85 3.5772 -3.5236 2.0398
H86 2.6121 -3.6486 0.5120
H87 5.3375 -2.8722 0.7314

SMILES	COC[C@H](C)N.COC[C@H](C)N.COC[C@H](C)N.CCO.CCO.CCO.CCO.CCO.CCO.CCO.CCO.CCO
HOMO level	-9.177	eV
M	682.0	g mol⁻¹
LUMO	0.28	eV
HOMO-LUMO gap	9.457	eV



Which structure is the least stable? The one labeled entry i.